{
  "formula": "C12H44N2O11",
  "method": "ωB97M-V/def2-TZVPD",
  "multiplicity": 2,
  "charge": -1,
  "e_tot_ev": -38657.30953,
  "homo_lumo_gap_ha": [0.0742, 0.3717],
  "s_squared": 0.7503,
  "e_homo_ev": [0.73, -7.40],
  "species": ["O", "H", "H", "O", "H", "H", "O", "H", "H", "O", "H", "H", "O", "H", "H", "C", "C", "O", "O", "H", "H", "H", "H", "H", "H", "C", "C", "O", "O", "H", "H", "H", "H", "H", "H", "C", "C", "C", "O", "C", "N", "H", "H", "H", "H", "H", "H", "H", "H", "H", "H", "H", "C", "C", "C", "O", "C", "N", "H", "H", "H", "H", "H", "H", "H", "H", "H", "H", "H"],
  "xyz": [[-3.810548, 0.407288, -0.304918], [-4.080698, 1.262748, 0.028902], [-3.523178, 0.579418, -1.201588], [0.088272, 2.639098, 0.968152], [-0.428118, 1.835108, 1.024572], [0.504682, 2.596948, 0.107302], [-1.618848, 0.883378, 3.695242], [-1.404718, -0.045572, 3.781482], [-1.794048, 1.003638, 2.761932], [-0.517468, -1.583602, 3.273932], [-0.196108, -1.892672, 2.426912], [0.208262, -1.740952, 3.877902], [-1.440778, 0.385158, 1.019782], [-2.338888, 0.410448, 0.689632], [-1.204278, -0.542182, 1.001152], [-5.513198, 2.781748, 2.351382], [-3.944898, 2.712728, 2.168002], [-3.548618, 3.113188, 0.870792], [-6.274568, 2.036488, 1.379422], [-5.699748, 3.839708, 2.166972], [-5.620668, 2.499018, 3.398582], [-3.721918, 1.650608, 2.269422], [-3.370228, 3.191548, 2.960842], [-2.899708, 3.818558, 0.925422], [-6.007448, 2.228468, 0.477542], [-0.225708, -3.696162, 0.701002], [1.126092, -3.020962, 0.462692], [1.447722, -2.304102, 1.635842], [-1.165468, -2.653242, 0.675712], [-0.279308, -4.280272, 1.619722], [-0.382708, -4.318372, -0.180078], [1.138662, -2.366112, -0.408578], [1.877712, -3.797532, 0.320932], [2.313732, -1.919572, 1.481692], [-2.012458, -2.947232, 0.332542], [5.351562, -2.099492, 2.335702], [5.455442, -1.868772, 0.923662], [4.709232, -0.546492, 0.442952], [3.314492, -0.654522, 0.816542], [2.508142, 0.399358, 0.232832], [6.828482, -1.779462, 0.446072], [5.847412, -3.029102, 2.615092], [4.306622, -2.129762, 2.644362], [5.870152, -1.323152, 2.898252], [4.934442, -2.710322, 0.467092], [4.801992, -0.586642, -0.642358], [5.178202, 0.375448, 0.786742], [2.912902, 1.294138, 0.705752], [1.528752, 0.279658, 0.696032], [2.362832, 0.375478, -0.847178], [7.327562, -1.244362, 1.142262], [6.987702, -1.346622, -0.452478], [-1.027538, -0.416862, -2.184058], [-1.704718, 0.737678, -2.949828], [-0.995888, 1.044298, -4.312338], [0.116962, 1.904508, -4.135118], [0.759602, 2.197398, -5.356638], [-3.075248, 0.302928, -2.999158], [-1.406048, -0.678172, -1.195848], [-0.000218, -0.125072, -1.965938], [-0.861878, -1.352912, -2.717418], [-1.623948, 1.615428, -2.308638], [-1.713408, 1.568918, -4.943238], [-0.748058, 0.091688, -4.780558], [0.136242, 2.569618, -6.169638], [1.291752, 1.357728, -5.803708], [1.535682, 2.894698, -5.041088], [-3.565858, 0.757848, -3.755768], [-3.024178, -0.641832, -3.352598]],
  "forces_ev_per_a": [[-0.364, -0.255, 1.083], [-0.062, 0.380, 0.147], [0.117, -0.240, -1.196], [0.450, 0.963, 0.113], [-0.444, -0.747, 0.037], [0.042, 0.041, -0.246], [-0.527, 1.018, 1.105], [0.250, -0.416, -0.333], [0.307, -0.298, -0.297], [-0.651, -0.106, 0.888], [0.270, 0.006, -0.223], [0.236, -0.011, -0.011], [0.700, 0.343, 0.265], [-0.917, -0.030, -0.755], [0.203, -0.543, 0.128], [2.292, 1.294, -1.563], [-1.216, -1.581, -0.017], [-0.272, 0.356, -0.204], [0.267, -0.377, 1.592], [-0.605, 0.234, 0.541], [-0.994, -0.344, -0.331], [0.237, -0.176, -0.006], [-0.339, 0.342, 0.034], [0.136, -0.087, -0.055], [0.355, 0.360, 0.098], [0.822, 0.612, -1.669], [-0.068, -1.045, 0.967], [-0.181, -0.320, 0.145], [-0.559, 0.733, 0.329], [0.206, 0.033, 0.072], [-0.111, -0.477, 0.084], [-0.374, -0.073, -0.150], [0.141, -0.245, -0.265], [0.339, 0.632, 0.016], [-0.220, -0.132, -0.017], [0.431, -0.183, 2.525], [-0.890, 1.965, -3.210], [-0.759, -2.213, 0.204], [1.093, 0.494, -1.197], [-0.187, -0.483, 2.002], [0.470, -0.560, 0.925], [-0.142, -0.206, 0.009], [0.106, -0.024, 0.115], [-0.105, 0.280, 0.228], [0.049, 0.057, -0.620], [-0.180, 0.273, -0.257], [-0.034, 0.057, 0.423], [-0.093, 0.590, -0.857], [-0.099, -0.099, -0.110], [0.663, 0.018, -0.061], [0.394, 0.106, -0.092], [-0.456, 0.010, -0.083], [1.855, 0.360, 0.276], [1.625, -0.829, 0.756], [-0.922, 0.066, 1.006], [-0.468, -0.678, -0.319], [0.988, -0.003, 0.575], [-0.637, 0.121, -1.320], [-0.593, 0.308, -0.321], [0.351, 0.235, 0.040], [-0.604, 0.054, -0.505], [-0.030, 0.270, -0.141], [-0.289, 0.008, -0.301], [0.320, -0.060, -0.188], [-0.460, 0.429, 0.287], [-0.048, -0.558, 0.225], [-0.078, 0.356, -0.510], [-0.417, 0.612, -0.082], [-0.317, -0.614, 0.270]],
  "mulliken_spin": [-0.05, -0.01, -0.06, -0.15, -0.02, 0.05, -0.03, 0.00, -0.02, -0.09, 0.04, 0.02, 0.32, -0.07, 0.04, 0.03, 0.02, -0.06, -0.02, 0.00, 0.01, 0.00, 0.01, 0.02, 0.01, 0.38, 0.62, -0.13, -1.05, 0.10, -0.37, 0.20, -0.02, 0.09, 0.36, -0.01, 0.07, 0.25, -0.25, -0.17, -0.06, -0.01, 0.04, 0.00, 0.04, -0.06, 0.14, -0.03, 0.15, -0.01, -0.02, 0.00, 0.24, -0.51, 1.14, -0.74, 0.47, -0.03, 0.27, 0.42, -0.59, 0.26, 0.29, 0.04, -0.01, -0.10, -0.01, -0.07, -0.26]
}